The following is a DFT calculation (the ωB97M-V functional and the def2-TZVPD basis) of C25H31As2CrNO14PS2 as an isolated structure at a distorted geometry.

Last column: Löwdin spin population.
Cartesian coordinates (Å):
Cr  0.5480  1.7524  -0.3310  3.118
O  3.6603  1.6754  -3.1863  0.004
C  2.9675  1.9840  -2.2129  0.003
O  1.8832  2.6015  -2.1951  0.026
C  3.5084  1.8489  -0.7668  0.011
C  4.8329  1.8384  -0.2951  0.000
C  5.1023  2.0167  1.0477  0.007
C  4.0974  2.3023  1.9233  -0.002
C  2.7869  2.2750  1.4148  0.007
N  2.5496  2.0253  0.1520  -0.010
C  1.5398  2.7008  2.2054  0.005
O  1.7003  3.2496  3.2780  0.009
O  0.4485  2.6162  1.5179  0.005
H  5.6475  1.7137  -0.9740  0.000
H  6.1258  1.9995  1.3524  0.000
H  4.2425  2.3517  2.9946  0.000
C  -6.6325  1.7202  -0.7444  0.000
C  -5.1892  1.4970  -0.9966  0.000
O  -4.5900  2.7715  -1.3391  -0.002
P  -3.0582  2.9620  -1.7063  0.002
S  -2.7118  2.5107  -3.5657  0.001
S  -1.9642  2.0607  -0.1933  0.001
O  -3.0158  4.5541  -1.4190  0.002
C  -1.9323  5.3378  -1.9527  0.000
C  -0.6693  5.1486  -1.1269  0.002
H  -7.0481  0.7610  -0.4667  0.000
H  -7.1790  2.0493  -1.6376  0.000
H  -6.7680  2.4776  0.0366  0.000
H  -4.8644  0.7914  -1.7536  0.000
H  -4.7278  1.1569  -0.0592  0.000
H  -2.2821  6.3508  -1.9228  0.000
H  -1.7155  5.0021  -2.9915  0.000
H  -0.8050  5.2757  -0.0517  0.000
H  0.0957  5.8871  -1.4374  0.000
H  -0.2244  4.1804  -1.3032  0.001
C  -1.2997  0.4517  3.6063  0.001
O  -1.1292  0.1890  2.2365  0.002
C  0.1027  -0.1213  1.9393  0.002
O  0.9822  -0.3436  2.7883  -0.010
C  0.4180  -0.2381  0.4797  -0.048
C  -0.5475  -0.9807  -0.3666  0.374
As  -1.5154  -2.4342  0.5135  0.067
C  -1.6212  -3.6303  -1.0534  0.041
C  0.0925  -3.1355  1.4034  0.235
C  1.4189  -2.9141  1.0745  0.203
As  2.1477  -1.2166  0.4659  0.122
C  2.2701  -1.7156  -1.4453  0.027
C  2.4925  -3.8203  1.2736  0.105
O  3.6599  -3.5024  1.4157  0.147
O  2.1890  -5.2168  1.3248  0.013
C  1.4759  -5.7292  0.1761  0.008
C  -0.4334  -4.0864  2.3477  0.082
O  -1.5186  -4.6526  2.2431  0.077
O  0.2560  -4.3381  3.5189  0.027
C  1.3407  -3.5430  3.9580  0.004
C  -0.4883  -0.4644  -1.6738  0.139
O  0.1663  0.5861  -1.9159  0.116
O  -1.0600  -1.1309  -2.7131  0.056
C  -0.7214  -0.6448  -4.0333  0.003
H  -2.3571  0.6525  3.7612  0.000
H  -0.6594  1.2806  3.8796  0.000
H  -1.0153  -0.4199  4.1780  0.000
H  -2.3129  -3.1845  -1.7777  0.004
H  -1.9536  -4.6130  -0.6967  0.001
H  -0.6341  -3.7024  -1.5190  0.000
H  1.4122  -2.2229  -1.8581  0.002
H  3.1023  -2.4426  -1.6260  0.000
H  2.5170  -0.8611  -2.0678  0.001
H  1.9525  -6.6850  0.0272  0.000
H  1.6371  -5.0477  -0.6956  0.002
H  0.4245  -5.8574  0.3150  0.001
H  2.2878  -4.0602  3.7856  0.000
H  1.1810  -3.3383  5.0230  0.000
H  1.3459  -2.6112  3.4659  0.002
H  0.3332  -0.3226  -4.0808  0.001
H  -1.3920  0.1656  -4.3049  0.002
H  -0.9059  -1.5436  -4.6666  0.000

Summary:
E_LUMO (spin up / spin down), eV: 4.30 / 3.50
2S+1: 6
Expectation value of S²: 8.862
Relative energy (zero: lowest compared OMol25 entry of this formula, charge and spin), kcal per mole: 0.0
Charge: -2
HOMO level (spin up / spin down), eV: -1.1 / -3.1
Gap between HOMO and LUMO (spin up / spin down), eV: 5.375 / 6.636
F_max, eV/Å: 2.9


The following is a DFT calculation (the ωB97M-V functional and the def2-TZVPD basis) of C2H7NO2 in the gas phase at a distorted geometry.

Last column: Löwdin charge in e.
Cartesian coordinates (Å):
C  -0.4078  -0.1491  -0.2507  -0.494
C  1.0424  -1.1040  -0.1378  -0.008
N  0.1411  0.8347  0.5639  0.026
O  -1.1261  1.8784  0.6023  -0.125
O  -0.6632  0.2354  -1.5277  0.009
H  -1.7897  1.5925  1.2504  0.053
H  -0.0910  0.9888  -1.7347  0.117
H  0.1874  0.5165  1.5300  0.116
H  -1.2519  -0.7418  0.1235  0.145
H  0.7436  -1.9256  0.5082  0.049
H  1.9706  -0.6655  0.2144  0.056
H  1.2445  -1.4604  -1.1418  0.056

Summary:
E_LUMO, eV: 0.82
Relative energy (zero: lowest compared OMol25 entry of this formula, charge and spin), kcal per mole: 96.4
SMILES string: C[C@H](O)NO
HOMO level, eV: -9.7
Gap between HOMO and LUMO, eV: 10.562
F_max, eV/Å: 5.2


The following is a DFT calculation (the ωB97M-V functional and the def2-TZVPD basis) of a 2-piece molecular cluster, C2H9N3O overall.

Last column: Löwdin charge in e.
Cartesian coordinates (Å):
C  -1.0690  0.6789  1.5959  -0.095
N  0.0129  -0.2611  1.3924  -0.030
C  0.7555  -0.2734  0.2525  -0.587
N  1.4703  -1.4314  0.0314  0.131
N  0.7291  0.7406  -0.5262  0.087
H  -0.7013  1.7027  1.5536  0.077
H  -1.8409  0.5895  0.8168  0.085
H  -1.5258  0.4583  2.5502  0.075
H  -0.0899  -1.1557  1.8455  0.121
H  1.5099  -2.1310  0.7461  0.083
H  2.3076  -1.3358  -0.5075  0.091
H  1.3374  0.5862  -1.3245  0.044
H  -1.1521  0.9072  -3.5267  0.031
H  -0.6243  0.6732  -2.0862  -0.019
O  -1.1193  0.2519  -2.8134  -0.094

Summary:
E_LUMO, eV: 0.80
Relative energy (zero: lowest compared OMol25 entry of this formula, charge and spin), kcal per mole: 8.5
SMILES string: [H]/N=C(\N)NC.O
HOMO level, eV: -9.0
Gap between HOMO and LUMO, eV: 9.792
F_max, eV/Å: 0.8


The following is a DFT calculation (the ωB97M-V functional and the def2-TZVPD basis) of a 6-piece molecular cluster, C19H50ClN4O6 overall at a distorted geometry.

Last column: Löwdin charge in e.
Cartesian coordinates (Å):
N  -1.4027  4.3058  6.3426  0.086
C  -0.7296  3.0686  6.2036  -0.808
Cl  -1.1140  2.3476  4.5885  0.714
N  0.7333  3.3112  6.2261  0.129
C  1.4686  2.5590  7.0809  -0.375
N  2.5741  1.9364  6.6963  0.246
N  1.0432  2.4925  8.3534  0.132
C  -0.4156  2.3516  8.5724  -0.062
C  -1.0806  1.9943  7.2558  -0.399
O  -2.4601  1.9616  7.5020  0.006
H  -0.8585  4.9772  6.8669  0.103
H  -2.3234  4.2008  6.7516  0.101
H  1.1226  3.3152  5.2902  0.133
H  2.9242  1.1631  7.2383  0.143
H  3.0895  2.2154  5.8734  0.129
H  1.6172  1.8804  8.9187  0.158
H  -0.6086  1.6018  9.3382  0.148
H  -0.8188  3.3056  8.9234  0.140
H  -0.7351  1.0130  6.9021  0.153
H  -2.9206  1.6337  6.7165  0.113
C  -2.5647  -1.3441  1.8109  -0.058
C  -2.3970  -0.4622  0.5850  -0.496
C  -0.9328  -0.2668  0.2370  -0.058
O  -3.0440  0.7974  0.7871  -0.054
H  -2.0950  -0.8733  2.6821  0.069
H  -3.6208  -1.4846  2.0424  0.080
H  -2.1066  -2.3220  1.6599  0.077
H  -2.9111  -0.9188  -0.2612  0.137
H  -0.4053  0.2320  1.0583  0.074
H  -0.8308  0.3600  -0.6494  0.077
H  -0.4534  -1.2267  0.0455  0.063
H  -2.5997  1.2245  1.5268  0.066
C  -2.1225  -3.5904  -3.1797  -0.059
C  -0.7631  -3.4548  -2.5188  -0.494
C  0.1857  -4.5645  -2.9404  -0.057
O  -0.8935  -3.4203  -1.0932  -0.071
H  -2.5931  -4.5353  -2.8903  0.084
H  -2.7816  -2.7791  -2.8716  0.075
H  -2.0369  -3.5599  -4.2647  0.069
H  -0.3287  -2.4873  -2.7803  0.132
H  -0.2170  -5.5374  -2.6448  0.082
H  1.1576  -4.4436  -2.4618  0.078
H  0.3272  -4.5702  -4.0216  0.080
H  -1.2767  -4.2583  -0.8121  0.087
C  5.8744  3.8358  6.2777  -0.062
C  6.4152  3.2158  5.0006  -0.507
C  7.8325  3.6661  4.6985  -0.053
O  5.5322  3.5063  3.9148  -0.060
H  5.8341  4.9253  6.2045  0.088
H  4.8552  3.4924  6.4676  0.039
H  6.4781  3.5823  7.1500  0.086
H  6.3922  2.1274  5.0903  0.135
H  7.8643  4.7502  4.5612  0.087
H  8.1905  3.2010  3.7813  0.085
H  8.5123  3.4057  5.5098  0.085
H  5.5357  4.4598  3.7741  0.090
C  -1.7325  0.5803  -4.4421  -0.058
C  -1.4919  -0.4005  -5.5797  -0.498
C  -1.3751  0.2960  -6.9243  -0.055
O  -2.5283  -1.3853  -5.6092  -0.068
H  -2.6706  1.1192  -4.6013  0.084
H  -1.8067  0.0548  -3.4886  0.064
H  -0.9270  1.3130  -4.3752  0.080
H  -0.5760  -0.9630  -5.3829  0.134
H  -2.3048  0.8232  -7.1590  0.087
H  -1.2006  -0.4326  -7.7143  0.058
H  -0.5623  1.0240  -6.9238  0.082
H  -3.3599  -0.9305  -5.7813  0.089
C  -2.2806  -3.8699  -10.8241  -0.062
C  -1.5319  -3.2034  -9.6814  -0.499
C  -1.4161  -4.1195  -8.4726  -0.060
O  -2.1584  -1.9746  -9.3147  -0.064
H  -3.2983  -4.1209  -10.5121  0.081
H  -2.3479  -3.1990  -11.6802  0.079
H  -1.7851  -4.7889  -11.1394  0.080
H  -0.5338  -2.9184  -10.0189  0.138
H  -2.4107  -4.3746  -8.0964  0.082
H  -0.8747  -3.6231  -7.6670  0.073
H  -0.8984  -5.0456  -8.7263  0.079
H  -3.0464  -2.1782  -9.0015  0.089

Summary:
E_LUMO, eV: -3.26
Charge: +1
HOMO level, eV: -11.1
Gap between HOMO and LUMO, eV: 7.807
F_max, eV/Å: 1.5